Below is C18H45KN2O7 as an isolated structure, with properties calculated with ωB97M-V/def2-TZVPD.

Values from the calculation:
Electronic energy (a.u.): -1948.6025
Lowest unoccupied orbital energy (eV): 3.5
Charge: -2
M (g mol⁻¹): 440.66

XYZ file:
```
73
Properties=species:S:1:pos:R:3:forces:R:3:lowdin_charge:R:1
K 1.0497 0.6304 0.1389 1.1750 0.4416 1.1459 0.628
C 1.6661 -2.5386 3.6552 0.5338 0.2541 0.9401 -0.144
C 1.2653 -1.1993 3.0497 1.9929 2.2465 -0.0622 -0.559
O 2.2287 -0.4051 2.4370 -0.9114 -2.2272 -1.0516 -0.376
H 0.9466 -2.7765 4.4386 -0.7108 -0.6427 -0.2850 0.041
H 2.5635 -2.4853 4.2717 0.5429 0.3484 -0.3668 0.051
H 1.8181 -3.3140 2.9044 -0.1876 -0.2357 -0.0017 0.039
H 0.8959 -0.5107 3.8096 -0.7808 -0.3122 0.9804 0.088
H 0.3979 -1.4678 2.4467 -1.0478 -0.1977 -1.0029 0.035
C -0.7049 3.5195 3.8750 -0.4595 0.7617 -1.0215 -0.176
C 0.4776 3.1206 2.9796 3.2119 0.4197 3.3807 -0.518
O 1.6063 2.9078 3.8238 -2.2214 0.1008 -1.0922 -0.392
H -1.5121 3.9427 3.2771 -1.0247 -0.4110 -0.7379 0.009
H -0.4886 4.4482 4.4030 0.7184 -0.4221 0.7181 0.042
H -1.0889 2.7232 4.5127 0.2349 0.0460 0.1465 0.044
H 0.7546 3.9539 2.3339 -0.4396 0.6017 -0.7205 0.064
H 0.2562 2.2788 2.3234 -0.4749 -0.8459 -0.3322 0.032
C 5.4932 3.0104 -0.3751 0.0495 -0.2255 -0.3706 -0.140
C 3.9612 3.0877 -0.1891 -0.7261 -0.9376 1.8521 -0.581
O 3.3913 2.2760 0.7448 0.4743 -0.5315 -0.9621 -0.356
H 5.8023 2.0669 -0.8249 -0.1004 -0.3930 0.0152 0.029
H 6.0698 3.1117 0.5443 -0.3097 0.0676 0.2848 0.051
H 5.8379 3.7781 -1.0678 0.0599 0.4152 -0.2160 0.031
H 3.4567 2.8870 -1.1342 0.1076 0.2250 -1.5400 0.042
H 3.7125 4.1144 0.0796 0.1440 1.1303 -0.1997 0.064
C -2.7496 -2.2089 2.0349 -0.5908 -0.0355 1.0499 -0.133
O -2.9416 -1.0762 1.2523 -0.4328 0.7517 -0.8637 -0.225
C -2.2655 0.1448 1.6182 -1.0092 -0.4688 0.1589 -0.163
C -2.6075 1.2150 0.5612 1.6095 -1.5099 0.2744 -0.158
N -1.7650 0.9372 -0.6167 -0.3939 0.8621 -0.0925 -0.089
C -2.0089 1.9222 -1.6546 1.2122 -0.5278 -0.6489 -0.207
C -3.4129 1.9262 -2.2071 -0.0581 1.1024 -0.8276 -0.260
O -3.8799 0.6290 -2.4368 -1.7178 -0.7896 0.0121 -0.188
C -5.2219 0.5990 -2.9864 0.4536 -0.5852 1.0401 -0.088
H -2.8555 -2.0009 3.0996 0.4676 0.4284 0.3484 0.086
H -1.8034 -2.7292 1.8862 0.0672 -0.0079 -0.2153 0.081
H -3.6233 -2.8454 1.8951 0.2016 -0.3869 -0.6497 0.080
H -1.2171 -0.1206 1.7542 0.2845 0.6452 -0.2448 0.093
H -2.6281 0.5005 2.5826 -0.1019 -0.1189 0.2699 0.123
H -2.3192 2.1720 0.9961 -0.0791 0.1556 -0.1782 0.124
H -3.6538 1.1850 0.2570 -0.3001 0.0058 0.5612 0.112
H -2.0822 0.0841 -1.0545 -0.0535 -0.4731 0.3897 0.068
H -1.3347 1.6660 -2.4719 0.0512 -0.2099 -0.2672 0.117
H -1.6311 2.9033 -1.3667 -0.5488 0.2123 0.3083 0.131
H -3.3863 2.3769 -3.1992 0.0709 0.7480 -0.0939 0.117
H -4.0732 2.5279 -1.5826 -0.3944 -0.1712 0.1841 0.117
H -5.6439 -0.3881 -2.7974 0.6059 -0.4535 -0.5491 0.078
H -5.2700 0.8719 -4.0406 0.2135 -0.0083 -0.0574 0.082
H -5.9743 1.1597 -2.4319 0.4506 0.9672 0.2217 0.080
C 4.3121 0.0743 -3.3109 0.2687 -0.0824 2.7526 -0.109
O 3.6362 -1.0459 -2.7504 -1.5755 -2.0334 0.2942 -0.239
C 3.6241 -1.3636 -1.2713 0.3399 2.2856 -0.8724 -0.135
C 2.5404 -2.3118 -0.8218 0.2039 0.1656 -1.4172 -0.226
N 1.2677 -1.9327 -1.4577 -0.1117 -0.8724 1.6375 -0.068
C 0.2532 -2.9237 -1.0150 -1.0093 0.5947 -0.4657 -0.189
C -1.1516 -2.4086 -1.3203 -0.1581 -1.1790 -0.7878 -0.187
O -1.9073 -3.6331 -1.5778 -0.9692 0.8160 -0.5850 -0.199
C -3.2442 -3.4449 -2.0807 0.3855 0.0454 0.9467 -0.107
H 3.9514 1.0145 -2.8937 -0.3216 0.2013 0.1050 0.069
H 4.2266 0.1558 -4.3944 0.1236 -0.7319 0.0987 0.076
H 5.3040 -0.0361 -2.8727 0.7375 0.5013 -0.9557 0.079
H 3.4059 -0.4204 -0.7704 0.4764 0.2606 0.1952 0.092
H 4.5939 -1.7260 -0.9303 0.1851 0.0952 -0.2391 0.123
H 2.4675 -2.2736 0.2651 0.1746 0.1044 0.1175 0.118
H 2.7771 -3.3078 -1.1961 0.2313 -0.5763 0.4142 0.111
H 1.5102 -2.1528 -2.4132 -0.6796 0.3920 -0.5233 0.100
H 0.1448 -3.1755 0.0399 1.3024 0.4300 0.3430 0.119
H 0.3907 -3.8826 -1.5147 -0.0576 -0.1286 -0.2266 0.115
H -1.0939 -1.7448 -2.1830 -0.2986 -0.1314 -0.5064 0.116
H -1.5941 -1.8274 -0.5113 -0.0308 -0.2559 0.2051 0.090
H -3.7426 -4.4043 -2.2195 0.5513 -0.3121 -0.2298 0.073
H -3.2930 -2.8731 -3.0074 0.2477 0.0825 -0.1195 0.077
H -3.8868 -2.9665 -1.3416 0.1255 0.5200 0.1879 0.076
```
Positions in Å, forces in eV/Å.



Below is an isolated ion of composition C15H17N2O2 and charge +1, with properties calculated with ωB97M-V/def2-TZVPD.

Values from the calculation:
Electronic energy (a.u.): -841.1972
Lowest unoccupied orbital energy (eV): -4.9
Energy relative to the best compared isomer or geometry (same formula, charge and spin) (kJ/mol): 752.0
Charge: +1
M (g mol⁻¹): 257.31

XYZ file:
```
36
Properties=species:S:1:pos:R:3:forces:R:3:nbo_charge:R:1
C -6.3527 -1.1869 -0.3248 -0.2639 0.2245 -5.4141 -0.608
C -5.0744 -0.2509 -0.5922 -6.0948 0.6652 -1.1412 -0.073
H -5.3408 0.8619 -0.2920 0.8240 -2.2244 -0.0717 0.184
H -4.8643 -0.2413 -1.6685 -0.1643 0.1574 -0.0152 0.175
O -4.1325 -0.9074 0.0581 3.7243 -0.6057 3.3240 -0.460
C -3.0611 -0.1376 0.3267 -2.1892 1.1651 -2.3174 0.222
C -2.8057 0.9919 -0.2637 1.1658 8.9900 -7.8373 -0.209
C -1.5089 1.7565 -0.4028 -1.6911 -4.8321 4.4744 -0.232
C -0.5835 1.2271 0.4733 3.2611 0.2118 1.9004 0.115
C -0.7756 -0.0037 1.2765 -2.4205 3.8770 -2.7324 -0.260
C -2.0918 -0.3790 1.1542 3.3357 -7.7609 4.9106 -0.177
H -2.3787 -1.3747 1.5870 0.8004 0.5803 0.6597 0.217
H -0.0669 -0.5338 1.8699 0.3158 0.2075 0.4739 0.234
N 0.7391 1.9582 0.7761 -2.2454 -3.8897 -3.4574 -0.622
C 1.9118 1.4448 0.2277 -0.9579 1.2537 5.3693 0.660
O 2.8907 2.0194 0.6737 1.5872 -0.5862 -2.0296 -0.591
C 1.9873 -0.0487 -0.3948 -3.4865 6.6142 -2.1391 -0.318
N 3.2600 -0.4319 -0.2922 3.9581 8.0665 -7.1956 -0.272
C 4.3710 0.4894 -0.9665 -5.8823 -1.1975 2.0167 0.162
C 5.5691 0.1236 -0.5774 1.9517 1.6426 -3.3463 -0.333
C 5.8857 -1.0336 -0.0202 0.4107 -3.7375 6.4649 -0.024
C 4.7907 -1.7156 0.7552 4.8053 10.3547 -6.3159 -0.203
C 3.5952 -1.3356 0.4298 -4.2757 -7.5721 6.4382 0.128
H 2.7148 -1.9647 0.9596 1.7562 1.5285 -1.4193 0.226
H 5.1245 -2.5128 0.9522 3.3070 -11.3540 4.4445 0.206
H 7.0481 -1.2604 0.2424 -3.1293 0.1153 -1.0851 0.271
H 6.3698 0.5227 -1.1275 1.0139 1.5213 -0.3485 0.256
H 4.0083 1.3841 -1.5426 0.4028 -1.4055 0.6843 0.281
H 1.5981 0.3178 -1.3665 0.6218 -1.3642 -0.3793 0.259
H 1.2735 -0.6425 0.0282 -1.5496 -1.7218 1.1592 0.259
H 0.7029 2.8903 1.1380 0.3569 0.3115 0.0255 0.430
H -1.3063 2.6189 -0.9494 -0.2789 1.2381 -0.8898 0.237
H -3.4120 1.6000 -1.0719 0.0811 -2.0272 1.7719 0.228
H -6.1514 -2.3170 -0.7476 -0.5015 2.9990 0.8666 0.214
H -6.7314 -1.2871 0.6392 -0.0721 0.2204 1.8907 0.214
H -7.2025 -0.6413 -0.9675 1.5230 -1.6657 1.2605 0.206
```
Positions in Å, forces in eV/Å.



Question: Among the records above, which one has the highest charge?
Answer: C15H17N2O2



Question: What is the lowest unoccupied orbital energy in the second record?
Answer: -4.9 eV



Question: Among the records above, which one has the lowest electronic energy?
Answer: C18H45KN2O7